[1]
12
Properties=species:S:1:pos:R:3:forces:R:3 method="wB97M-V/def2-TZVPD" orbital_gap_ev=7.821 total_charge=0 e_lumo_ha=-0.025 homo_energy_ev=-8.493 relative_energy_kj_mol=297.6
C 0.4568 -1.8003 0.7261 0.1 0.0 0.1
C 0.2349 -1.7232 -0.5671 0.4 0.1 -0.4
C -0.8141 1.3385 0.9558 0.1 -0.2 0.6
C -0.0033 1.9227 -0.1120 -0.3 -0.1 -0.5
I 1.7731 -1.4644 -1.9902 -0.3 0.0 0.3
I -2.7606 0.8382 0.4278 0.1 0.1 -0.2
H -0.3641 -1.9098 1.4155 -0.2 0.0 0.1
H 1.4422 -1.7591 1.1569 0.2 0.0 0.0
H -0.7418 -1.7606 -1.0166 -0.1 0.0 -0.1
H 0.2014 2.9438 0.2261 0.0 0.1 0.1
H -0.3937 1.9527 -1.1300 0.0 0.0 -0.1
H 0.9692 1.4217 -0.0923 0.1 0.0 0.1


[2]
58
Properties=species:S:1:pos:R:3:forces:R:3 method="wB97M-V/def2-TZVPD" orbital_gap_ev=9.762 total_charge=0 e_lumo_ha=0.021 homo_energy_ev=-9.192 smiles="O=C(CN(Cc1ccccc1)C(=O)CNS(=O)(=O)c1ccccc1)NC[C@H]1CCCO1" relative_energy_kj_mol=144.4
O -2.7406 1.6055 -1.1880 -0.2 0.3 -0.1
C -1.8728 0.7617 -1.0669 0.6 0.0 -0.3
N -2.0243 -0.3843 -0.3893 -0.1 -0.5 0.2
H -1.2891 -1.0851 -0.3540 0.0 0.3 -0.1
C -3.2757 -0.7107 0.2560 -0.5 -0.3 0.0
H -3.0712 -1.1051 1.2548 0.0 0.1 0.0
C -4.1368 -1.7516 -0.4958 -0.1 0.6 0.1
C -4.1658 -1.5255 -2.0123 0.0 -0.1 0.2
H -5.1204 -1.8672 -2.4115 0.0 0.0 0.0
C -3.0252 -2.4147 -2.5203 0.0 -0.1 0.1
H -2.1278 -1.8289 -2.7160 0.0 0.0 0.0
C -2.7824 -3.4080 -1.3676 0.3 -0.3 -0.2
H -3.0066 -4.4394 -1.6529 0.1 0.1 0.0
H -1.7497 -3.3625 -1.0052 -0.2 -0.1 -0.1
O -3.6751 -3.0699 -0.3161 0.0 -0.1 0.2
H -3.2995 -2.9301 -3.4388 0.0 0.0 0.0
H -4.0357 -0.4768 -2.2671 0.0 0.1 0.0
H -5.1374 -1.7141 -0.0503 0.1 0.0 -0.1
H -3.8459 0.2188 0.3334 0.1 -0.1 0.1
C -0.4704 0.9698 -1.6730 -0.3 0.1 -0.2
N 0.5289 1.0849 -0.6352 -0.3 0.2 0.1
C 1.6363 0.3415 -0.4824 0.2 0.0 -0.1
O 2.4528 0.5590 0.4032 0.3 0.1 -0.2
C 1.8695 -0.8690 -1.3883 -0.2 0.2 -0.1
N 2.4186 -1.9518 -0.6020 -0.5 -0.5 0.5
S 1.3443 -2.5474 0.5442 0.3 -0.4 -0.1
O 1.7669 -3.8742 0.8605 0.3 0.2 0.2
O 0.0301 -2.3682 -0.0286 0.2 0.2 0.1
C 1.4886 -1.5433 2.0169 -0.2 -0.4 -0.4
C 2.6483 -1.6478 2.7582 0.1 -0.1 0.1
C 2.7983 -0.8612 3.8874 0.1 -0.1 -0.1
C 1.7889 0.0135 4.2582 0.0 0.1 0.0
C 0.6242 0.0972 3.5127 0.0 0.0 0.0
C 0.4698 -0.6885 2.3824 -0.2 0.0 -0.1
H -0.4253 -0.6436 1.7833 -0.1 0.1 -0.1
H -0.1616 0.7765 3.8070 -0.1 0.0 0.0
H 1.9106 0.6329 5.1341 0.0 0.0 0.1
H 3.7018 -0.9265 4.4739 0.1 0.0 0.0
H 3.4102 -2.3458 2.4479 0.2 -0.1 0.1
H 3.2967 -1.7045 -0.1667 0.2 0.0 0.1
H 2.5796 -0.6063 -2.1771 -0.1 0.0 0.1
H 0.9594 -1.2659 -1.8300 0.1 0.2 -0.2
C 0.3255 2.2241 0.2612 0.2 0.1 0.2
C 0.6153 3.5213 -0.4466 -0.1 0.0 0.1
C -0.4166 4.2870 -0.9743 0.0 0.0 0.1
C -0.1347 5.4600 -1.6539 0.0 0.1 -0.1
C 1.1770 5.8721 -1.8148 0.0 0.1 -0.1
C 2.2096 5.1080 -1.2962 0.1 0.0 0.0
C 1.9304 3.9364 -0.6159 0.0 0.0 0.0
H 2.7301 3.3344 -0.2097 0.1 -0.1 0.1
H 3.2340 5.4269 -1.4210 0.1 0.0 0.0
H 1.3956 6.7877 -2.3443 0.0 0.1 0.0
H -0.9418 6.0515 -2.0600 -0.1 0.1 0.0
H -1.4402 3.9618 -0.8559 -0.1 -0.1 0.0
H -0.7092 2.2050 0.6117 0.0 0.0 0.0
H 1.0040 2.0873 1.1058 -0.2 0.0 -0.1
H -0.5017 1.9062 -2.2429 -0.1 -0.2 0.0
H -0.2425 0.1558 -2.3576 0.0 0.0 0.0


[3]
18
Properties=species:S:1:pos:R:3:forces:R:3 method="wB97M-V/def2-TZVPD" orbital_gap_ev="7.412 / 7.416" total_charge=0 e_lumo_ha="-0.042 / -0.041" homo_energy_ev="-8.547 / -8.543" smiles="C[Si](C)(C)O.N=S" relative_energy_kj_mol=0.0
C -1.7209 0.0091 -0.6171 -0.2 -0.6 -1.9
C 1.3562 -0.4306 -1.3932 -2.4 0.7 -4.9
C 0.2695 -1.4684 1.2196 -3.5 -0.9 -0.7
N 0.2291 5.2288 2.3951 0.5 1.5 -1.5
O 0.5955 1.2789 0.7215 0.1 0.3 1.1
Si 0.0832 -0.0870 -0.0960 0.1 -0.9 1.5
S -0.2270 4.1175 3.3087 -0.6 -1.6 1.4
H -2.0442 0.9639 -1.1075 0.5 -1.0 0.0
H -2.0558 -0.9307 -1.2006 0.9 1.6 0.2
H -2.4029 -0.0950 0.1815 -0.4 0.1 1.6
H 1.4566 0.3258 -2.3000 -0.5 -0.9 2.0
H 2.3198 -0.5188 -1.1032 3.1 -0.1 1.7
H 1.2282 -1.3584 -2.0275 -0.5 0.6 1.0
H -0.2415 -1.1691 2.1617 0.4 -0.1 -0.5
H -0.1715 -2.5081 0.9814 0.4 1.6 0.0
H 1.2614 -1.6678 1.3925 2.6 -0.2 0.6
H -0.1611 5.1030 1.4522 0.1 0.1 0.0
H 0.7281 1.2904 1.7058 -0.4 -0.3 -1.7


[4]
12
Properties=species:S:1:pos:R:3:forces:R:3 method="wB97M-V/def2-TZVPD" orbital_gap_ev=6.776 total_charge=0 e_lumo_ha=-0.094 homo_energy_ev=-9.339 relative_energy_kj_mol=327.0
C 0.5276 -0.2611 1.2676 0.1 0.5 0.0
C -0.5407 0.3462 0.3638 0.1 -0.1 0.0
C -0.6395 -0.2618 -1.0284 0.5 -0.5 0.8
S 1.8488 0.7193 -1.9129 -1.0 -0.3 0.1
H 0.6367 0.4039 2.1207 0.1 0.0 0.2
H 0.3078 -1.2523 1.6627 -0.1 -0.1 -0.3
H 1.4820 -0.2576 0.7414 0.1 -0.2 0.1
H -0.2991 1.3991 0.2199 -0.1 0.1 0.1
H -1.5042 0.3368 0.8793 -0.1 -0.2 -0.2
H 0.1108 0.2397 -1.7237 0.6 0.7 -0.6
H -1.6184 -0.1139 -1.4813 0.3 0.2 -0.4
H -0.3117 -1.2983 -1.1089 -0.3 -0.1 0.2


[5]
40
Properties=species:S:1:pos:R:3:forces:R:3 method="wB97M-V/def2-TZVPD" orbital_gap_ev=7.689 total_charge=+2 e_lumo_ha=-0.262 homo_energy_ev=-14.807 relative_energy_kj_mol=1.9
Hf -0.0608 -1.2065 -0.3602 0.3 -0.4 -1.0
N -0.3202 -1.3413 -2.7217 0.3 0.4 -0.3
C 0.0107 0.0098 -3.3329 0.0 -0.2 0.2
C 0.8677 0.8480 -2.3988 -0.4 0.1 0.1
N 0.2554 0.9443 -1.0205 -0.4 0.2 -0.7
C -0.9951 1.7900 -0.9640 0.3 -0.1 0.0
C -2.2725 0.9949 -1.1705 0.0 -0.2 0.2
N -2.2477 -0.2504 -0.3324 -0.1 0.5 -0.2
H -1.1370 -1.7121 -3.1975 -0.1 0.0 0.0
H 0.4288 -1.9843 -2.9804 0.1 -0.1 -0.1
H 0.5345 -0.1188 -4.2748 0.1 0.0 -0.1
H -0.9244 0.5090 -3.5578 -0.1 0.0 0.0
H 1.8528 0.4090 -2.2909 0.2 -0.1 0.1
H 0.9910 1.8390 -2.8336 0.0 0.1 0.0
H 0.9465 1.3990 -0.4334 0.2 0.1 0.1
H -1.0137 2.2594 0.0162 0.0 0.0 0.1
H -0.9369 2.5859 -1.7029 0.0 0.1 -0.1
H -3.1158 1.6235 -0.8985 -0.1 0.1 0.0
H -2.4161 0.7045 -2.2030 0.0 -0.1 -0.1
H -2.3424 0.0477 0.6377 -0.1 0.0 0.1
H -3.0932 -0.7862 -0.5027 -0.1 -0.1 -0.1
N -0.8013 -3.2592 0.5457 -0.4 0.7 0.4
N -1.5514 -2.6509 1.6094 0.0 -0.1 0.2
C -1.0205 -1.5283 2.2824 0.0 0.1 -0.3
O -1.4558 -1.1972 3.3280 0.2 0.3 0.2
O -0.1095 -0.8436 1.5152 -0.8 -0.5 1.5
H -1.4526 -3.8648 0.0607 -0.1 -0.1 -0.3
H -0.0605 -3.8463 0.9160 0.3 -0.2 0.0
H -2.0093 -3.2904 2.2474 0.0 -0.1 0.0
Se 2.2743 -2.0083 -0.6807 0.5 0.0 -0.4
C 3.0121 -2.6048 0.9997 -0.1 0.0 -0.1
C 2.7411 -1.9912 2.2089 0.1 0.0 0.1
C 3.3362 -2.5376 3.3404 0.2 -0.4 0.1
N 4.1398 -3.6065 3.3150 -0.2 0.2 -0.4
C 4.3950 -4.1580 2.1245 0.0 0.1 0.4
C 3.8536 -3.6982 0.9283 0.1 0.0 0.1
H 2.1160 -1.1135 2.2979 0.1 -0.1 0.0
H 3.1489 -2.0926 4.3124 0.1 0.0 0.0
H 5.0642 -5.0121 2.1167 0.0 0.0 0.1
H 4.1019 -4.1769 -0.0105 0.0 0.0 0.1